Record 1
50
Properties=species:S:1:pos:R:3:forces:R:3:lowdin_charge:R:1 method="wB97M-V/def2-TZVPD" total_energy_ha=-2234.4684 homo_lumo_gap_ev=8.55 lumo_ha=0.016 homo_energy_ev=-8.113 molar_mass_g_mol=410.01 total_charge=0 e_above_lowest_ev=0.085
S -0.8005 2.0217 -1.8789 -0.343 0.561 0.150 0.73
C 0.1751 0.7083 -2.1217 -0.252 0.004 0.058 -0.76
N -0.2346 -0.5427 -1.7905 0.297 0.123 -0.317 -0.12
C -1.4509 -0.7105 -1.0208 -0.289 0.187 0.431 -0.21
C -1.2310 -0.4686 0.4740 -0.269 -0.064 -0.062 -0.17
H -0.5241 -1.1955 0.8761 0.007 0.020 0.021 0.11
C -2.5471 -0.5869 1.2394 0.325 -0.044 -0.089 -0.20
N -2.3292 -0.6488 2.6739 -0.155 -0.016 0.024 -0.18
C -3.5056 -1.1245 3.3838 0.117 -0.028 0.326 -0.18
C -3.1708 -1.2658 4.8685 -0.243 -0.230 -0.242 -0.20
O -2.7548 -0.0410 5.4217 -0.106 0.111 0.100 -0.13
C -1.6340 0.4527 4.7272 0.188 0.218 -0.273 -0.20
C -1.9269 0.6304 3.2378 0.125 -0.091 0.307 -0.17
H -1.0238 0.9784 2.7367 0.002 0.069 0.013 0.12
H -2.7188 1.3896 3.1099 0.042 -0.002 -0.023 0.13
H -1.3848 1.4101 5.1877 0.051 -0.057 -0.057 0.13
H -0.7886 -0.2426 4.8447 -0.036 0.086 -0.011 0.13
H -4.0506 -1.5766 5.4348 0.059 -0.049 -0.052 0.12
H -2.3745 -2.0169 4.9851 -0.086 0.024 -0.005 0.13
H -3.7928 -2.0995 2.9836 -0.038 0.016 0.009 0.12
H -4.3566 -0.4295 3.2699 0.000 -0.051 -0.006 0.13
H -3.2137 0.2469 0.9595 -0.062 -0.045 0.006 0.13
H -3.0375 -1.5205 0.9468 -0.070 0.031 -0.010 0.12
H -0.8096 0.5293 0.5959 0.059 0.000 -0.031 0.09
H -2.1880 0.0063 -1.3931 0.044 -0.212 -0.005 0.08
H -1.8275 -1.7212 -1.1901 0.057 -0.037 -0.040 0.12
C 0.5383 -1.7393 -2.0730 0.079 -0.070 -0.082 -0.16
C 1.3975 -2.1715 -0.9247 0.350 0.006 0.074 -0.50
C 1.1541 -3.1754 -0.0387 0.033 0.160 -0.312 -0.14
C 2.1494 -3.2947 0.9579 0.171 0.031 0.146 -0.18
C 3.1373 -2.3774 0.8222 0.078 0.219 -0.157 -0.40
S 2.8761 -1.3484 -0.5274 -0.423 -0.488 0.162 1.04
H 4.0097 -2.2317 1.4271 0.163 -0.028 0.173 0.06
H 2.1251 -4.0318 1.7397 0.032 -0.109 0.158 0.10
H 0.2920 -3.8159 -0.0942 -0.210 -0.093 -0.067 0.12
H -0.1710 -2.5450 -2.2886 0.133 0.088 -0.031 0.13
H 1.1370 -1.5782 -2.9746 -0.145 -0.061 0.063 0.13
N 1.4338 0.8127 -2.6469 0.141 -0.868 0.201 0.05
C 2.0378 1.9257 -3.2311 0.281 0.533 -0.270 -0.26
C 1.3338 2.8679 -3.9759 0.008 -0.101 -0.035 -0.06
C 1.9995 3.9247 -4.5667 0.198 -0.018 0.030 -0.10
C 3.3730 4.0396 -4.4297 -0.047 -0.183 0.116 -0.68
C 4.0912 3.0974 -3.7103 -0.038 0.147 -0.132 -0.11
C 3.4227 2.0461 -3.1165 -0.298 -0.040 0.042 -0.02
H 3.9774 1.3090 -2.5526 0.067 -0.065 0.076 0.11
H 5.1616 3.1884 -3.6146 0.089 0.026 -0.004 0.10
Cl 4.2042 5.3619 -5.1723 0.109 0.183 -0.095 0.66
H 1.4504 4.6561 -5.1378 -0.029 0.074 -0.062 0.11
H 0.2670 2.7795 -4.0906 0.010 -0.008 -0.024 0.06
H 2.1032 0.1176 -2.3425 -0.176 0.139 -0.191 0.06



Record 2
55
Properties=species:S:1:pos:R:3:forces:R:3:lowdin_charge:R:1 method="wB97M-V/def2-TZVPD" total_energy_ha=-2088.7124 homo_lumo_gap_ev=6.32 lumo_ha=-0.004 homo_energy_ev=-6.432 molar_mass_g_mol=579.49 total_charge=0 e_above_lowest_ev=0.000
Cs 1.4954 0.5396 1.4643 -0.009 0.013 0.181 0.98
S -0.8078 -1.3916 -0.1753 0.185 0.088 0.059 0.43
C 0.6641 -1.3684 -1.1164 -0.212 -0.370 -0.138 -0.93
N 1.3537 -2.3983 -1.4756 -0.202 0.078 0.155 0.03
N 0.8914 -3.5834 -1.0581 0.186 -0.119 -0.124 -0.03
C 1.5451 -4.7583 -1.3982 -0.138 0.198 0.063 -0.24
C 1.0184 -5.9688 -0.9434 0.068 -0.068 -0.036 -0.04
C 1.6539 -7.1593 -1.2510 -0.041 0.008 0.020 -0.11
C 2.8150 -7.1657 -2.0119 0.025 -0.007 -0.016 -0.12
C 3.3310 -5.9579 -2.4627 0.016 0.020 -0.011 -0.10
C 2.7110 -4.7547 -2.1656 -0.027 -0.092 0.026 -0.03
N 1.1471 -0.0861 -1.5385 0.126 0.152 0.069 -0.05
N 2.3739 -0.0398 -1.7337 -0.064 0.014 0.162 0.03
C 2.8747 1.2616 -2.0215 0.121 -0.097 -0.179 -0.27
C 2.3792 2.4300 -1.4604 -0.031 0.535 -0.210 -0.08
C 2.9825 3.6436 -1.7775 -0.013 -0.025 0.111 -0.08
C 4.0737 3.6990 -2.6285 0.056 -0.091 -0.051 -0.09
C 4.5806 2.5207 -3.1684 -0.019 0.107 0.028 -0.08
C 3.9932 1.3111 -2.8517 -0.029 -0.126 0.046 -0.03
H 0.0386 -3.5880 -0.5047 0.012 0.043 -0.016 0.05
H 0.1117 -5.9684 -0.3499 -0.007 0.008 0.002 0.11
H 1.2356 -8.0917 -0.8923 0.000 0.001 -0.001 0.10
H 3.3091 -8.0979 -2.2505 0.002 0.001 -0.003 0.09
H 4.2357 -5.9491 -3.0583 -0.001 -0.002 -0.001 0.10
H 3.1082 -3.8128 -2.5128 0.008 0.008 -0.008 0.10
H 1.5073 2.4721 -0.8220 -0.053 -0.303 -0.065 -0.02
H 2.5831 4.5540 -1.3476 -0.002 -0.001 -0.013 0.11
H 4.5307 4.6502 -2.8673 0.004 0.002 -0.002 0.10
H 5.4367 2.5445 -3.8298 0.002 0.020 -0.003 0.10
H 4.3767 0.3786 -3.2457 -0.002 0.005 -0.004 0.11
N -3.2027 -0.4934 2.1480 -0.049 0.025 0.008 0.01
C -2.2029 -0.9226 3.1202 0.061 -0.029 -0.047 -0.17
C -1.3351 0.2657 3.4980 0.204 0.101 -0.168 -0.57
O -0.2171 0.1815 3.9508 -0.121 -0.075 0.072 -0.03
O -1.8881 1.4453 3.2298 -0.147 -0.097 0.206 0.07
H -2.8061 -0.5276 1.2104 0.017 -0.008 -0.004 0.01
H -2.7370 1.2216 2.7726 0.057 0.044 -0.102 0.09
H -4.0152 -1.0933 2.1645 -0.010 -0.006 -0.002 0.09
H -1.5368 -1.7105 2.7645 -0.012 -0.005 -0.004 0.10
H -2.6946 -1.2691 4.0316 0.019 -0.001 0.006 0.14
C -4.1336 2.3422 0.1421 -0.014 0.034 -0.010 -0.06
N -3.4199 3.0977 1.1452 -0.027 -0.021 0.046 -0.17
C -4.1229 3.9810 2.0651 -0.007 -0.006 0.019 -0.12
C -2.9776 4.5089 2.9313 -0.028 0.008 -0.001 -0.14
N -1.8555 4.3641 2.0134 0.055 0.034 -0.005 0.03
C -2.1076 3.4169 1.0749 0.067 -0.156 -0.175 -0.85
S -1.0021 2.7501 0.0148 -0.045 0.153 0.144 0.62
H -4.8517 1.6804 0.6273 -0.002 0.010 0.000 0.09
H -3.4174 1.7502 -0.4229 0.005 -0.002 0.000 0.05
H -4.6662 3.0105 -0.5410 0.004 -0.013 -0.017 0.10
H -4.8725 3.4333 2.6363 0.004 0.008 0.007 0.12
H -4.6244 4.7867 1.5166 0.017 -0.002 -0.011 0.13
H -2.8362 3.8922 3.8224 -0.001 -0.007 -0.002 0.11
H -3.1239 5.5455 3.2270 0.008 -0.004 0.006 0.12
H -0.9023 4.4774 2.3128 -0.015 0.010 -0.006 0.13



Record 3
52
Properties=species:S:1:pos:R:3:forces:R:3:lowdin_charge:R:1 method="wB97M-V/def2-TZVPD" total_energy_ha=-1701.6967 homo_lumo_gap_ev=7.75 lumo_ha=0.005 homo_energy_ev=-7.610 molar_mass_g_mol=409.48 total_charge=0 e_above_lowest_ev=0.279
C -2.3320 -3.6726 -1.3038 -0.063 0.193 -0.032 0.02
C -2.5872 -2.5177 -0.4125 0.931 -0.227 1.024 -0.23
C -1.9616 -2.0680 0.7232 -0.954 -0.518 -0.983 -0.30
N -2.5712 -0.9117 1.1228 -0.772 0.515 -0.068 0.18
C -3.5320 -0.7069 0.2612 0.954 -0.253 0.747 -0.26
C -4.4558 0.4041 0.2909 -0.562 0.189 -0.416 -0.07
C -4.3312 1.3749 1.2882 -0.076 -0.094 -0.160 -0.01
C -5.1990 2.4462 1.3427 0.029 0.048 0.067 -0.08
C -6.2122 2.5737 0.4037 0.036 -0.095 -0.043 -0.07
C -6.3569 1.6246 -0.5929 0.016 -0.071 -0.049 0.00
C -5.4836 0.5547 -0.6415 0.076 0.130 0.194 -0.21
F -5.6462 -0.3563 -1.6182 -0.010 0.128 0.100 0.09
H -7.1368 1.6992 -1.3342 -0.062 -0.019 -0.082 0.12
H -6.8914 3.4108 0.4466 -0.062 0.072 -0.003 0.11
H -5.0880 3.1865 2.1196 0.022 0.058 0.072 0.11
H -3.5406 1.2574 2.0114 0.073 0.004 0.086 0.11
O -3.5853 -1.6550 -0.6907 -0.294 0.117 -0.223 0.14
C -0.7631 -2.5856 1.3982 0.508 0.816 -0.386 -0.13
H -0.7924 -2.4484 2.4743 -0.007 -0.088 0.143 0.11
H -0.5478 -3.6166 1.1367 0.234 -0.053 -0.015 0.12
S 0.6476 -1.5788 0.7807 -0.095 -0.357 0.257 0.69
O 1.8737 -2.1566 1.2488 0.131 -0.026 0.413 -0.30
O 0.4846 -1.4558 -0.6508 -0.337 0.016 -0.159 -0.32
C 0.3844 0.0461 1.5445 0.122 -0.638 -0.120 -0.11
C 1.2762 1.1308 0.9526 -0.032 -0.136 -0.188 -0.53
O 1.9342 1.8646 1.6614 -0.079 0.051 0.365 0.06
N 1.2089 1.2236 -0.3850 0.042 0.008 -0.349 0.08
H 0.7739 0.4684 -0.9009 -0.028 0.070 0.150 0.11
C 1.9928 2.1821 -1.1280 0.377 0.091 -0.204 -0.15
H 1.3298 2.7167 -1.8159 0.084 0.057 0.056 0.12
H 2.3979 2.8917 -0.4046 -0.086 -0.006 -0.118 0.11
C 3.1404 1.5599 -1.9619 -0.146 0.238 0.085 -0.18
N 4.1745 0.8542 -1.2657 -0.034 -0.011 0.245 -0.17
C 4.7838 1.4793 -0.1072 0.146 0.134 0.074 -0.19
C 5.6777 0.3692 0.4306 -0.063 0.090 -0.013 -0.17
H 5.9844 0.5401 1.4604 0.059 0.013 0.034 0.11
H 6.5651 0.2723 -0.1958 0.062 0.038 0.007 0.11
C 4.7838 -0.8607 0.2738 -0.005 0.046 -0.054 -0.16
H 5.3533 -1.7844 0.1945 -0.026 -0.066 0.047 0.11
H 4.1062 -0.9520 1.1225 0.037 -0.008 0.021 0.09
C 3.9812 -0.5675 -0.9988 -0.026 -0.383 -0.251 -0.18
H 4.3726 -1.1293 -1.8566 -0.120 -0.114 0.081 0.12
H 2.9309 -0.8482 -0.8685 0.117 0.026 -0.069 0.08
H 5.3413 2.3659 -0.4219 0.012 0.059 0.086 0.12
H 4.0574 1.7730 0.6652 0.065 0.040 -0.063 0.10
H 2.7127 0.8749 -2.6987 0.013 0.075 -0.105 0.12
H 3.6059 2.3938 -2.5035 -0.168 -0.014 -0.101 0.12
H 0.6017 -0.0614 2.6034 0.010 -0.012 0.034 0.12
H -0.6696 0.2691 1.3860 -0.024 0.081 0.055 0.09
H -2.3416 -4.6042 -0.7404 -0.033 -0.066 -0.029 0.09
H -1.3543 -3.5616 -1.7717 0.014 -0.045 -0.093 0.09
H -3.0972 -3.7087 -2.0740 -0.002 -0.104 -0.068 0.09